Below is a structure of composition C20H16As2NO15S2Tc in a non-equilibrium geometry, with properties calculated with the ωB97M-V functional and the def2-TZVPD basis.

Cartesian coordinates (Å):
Tc (0.478, 0.130, -0.270)
O (2.831, 0.357, 3.728)
As (1.281, 0.910, 3.119)
O (0.045, 0.638, 4.127)
O (1.299, 0.308, 1.535)
C (1.632, 2.821, 3.000)
C (2.331, 3.368, 4.068)
C (2.523, 4.739, 4.156)
C (2.001, 5.592, 3.193)
C (1.293, 5.075, 2.123)
C (1.122, 3.699, 2.035)
S (0.288, 3.125, 0.598)
O (-0.873, 2.276, 1.216)
O (-0.257, 4.228, -0.109)
O (1.170, 2.214, -0.143)
H (2.917, -0.576, 3.449)
H (2.725, 2.706, 4.827)
H (3.080, 5.148, 4.990)
H (2.143, 6.661, 3.275)
H (0.869, 5.712, 1.359)
O (-1.647, -3.643, -1.484)
As (-1.121, -2.930, 0.070)
O (-2.446, -2.744, 1.001)
O (-0.577, -1.438, -0.654)
C (0.158, -4.375, 0.353)
C (-0.162, -5.663, -0.047)
C (0.766, -6.678, 0.152)
C (1.999, -6.412, 0.736)
C (2.324, -5.125, 1.141)
C (1.395, -4.123, 0.948)
S (1.624, -2.431, 1.386)
O (0.248, -2.113, 1.798)
O (2.624, -2.306, 2.424)
O (1.979, -1.803, 0.092)
H (-2.181, -2.977, -1.939)
H (-1.119, -5.857, -0.509)
H (0.525, -7.688, -0.155)
H (2.712, -7.215, 0.876)
H (3.269, -4.898, 1.618)
N (-2.230, 0.458, 1.079)
C (-1.160, 0.937, 0.724)
H (-2.400, -0.526, 0.848)
O (-2.155, -0.828, -3.179)
C (-2.399, 0.356, -3.770)
C (-3.577, 0.436, -4.515)
C (-3.917, 1.600, -5.172)
C (-3.086, 2.718, -5.113)
C (-1.916, 2.643, -4.385)
C (-1.549, 1.480, -3.706)
C (-0.271, 1.529, -2.925)
O (0.487, 2.462, -2.965)
O (-0.099, 0.455, -2.141)
H (-1.341, -0.751, -2.637)
H (-4.214, -0.440, -4.553)
H (-4.842, 1.641, -5.735)
H (-3.356, 3.632, -5.627)
H (-1.242, 3.486, -4.311)

Output
HOMO (alpha / beta): -6.44 / -6.44 eV
Multiplicity: 4
⟨S²⟩: 3.777
Maximum force: 1.09 eV/A
Gap between HOMO and LUMO (alpha / beta): 8.323 / 7.761 eV
Energy above the lowest of the compared OMol25 structures with the same formula, charge and spin: 2.489 eV
DFT total energy: -198750.5731 eV
Charge: -1


Below is an isolated molecule of C5H8N4S2 in a non-equilibrium geometry, with properties calculated with the ωB97M-V functional and the def2-TZVPD basis.

Cartesian coordinates (Å):
C (-2.291, 1.038, -0.372)
N (-1.429, 0.365, -1.373)
C (-0.109, 0.205, -1.435)
S (0.467, -0.146, -2.951)
N (0.647, 0.266, -0.208)
C (2.045, 0.478, -0.419)
C (0.384, -0.707, 0.796)
C (0.982, -0.744, 2.046)
N (0.463, -1.787, 2.717)
N (-0.414, -2.472, 2.158)
S (-0.715, -1.990, 0.545)
H (-3.268, 0.904, -0.558)
H (-2.034, 0.515, 0.473)
H (-1.990, 2.117, -0.183)
H (-1.868, 0.221, -2.262)
H (2.355, 0.825, 0.493)
H (2.704, -0.321, -0.692)
H (2.384, 1.305, -1.101)
H (1.687, -0.072, 2.325)

Output
HOMO: -8.62 eV
SMILES string: CNC(=S)N(C)c1cnns1
Maximum force: 5.25 eV/A
Gap between HOMO and LUMO: 8.722 eV
Energy above the lowest of the compared OMol25 structures with the same formula, charge and spin: 0.592 eV
DFT total energy: -32943.0903 eV
Charge: 0


Below is a cluster of 3 separate species, C4H13NO2 in total in a non-equilibrium geometry, with properties calculated with the ωB97M-V functional and the def2-TZVPD basis.

Cartesian coordinates (Å):
C (-1.650, 1.636, -0.040)
C (-1.160, 0.338, 0.549)
C (0.310, 0.070, 0.331)
C (1.904, -1.596, 0.102)
N (0.652, -1.300, 0.131)
H (-2.677, 1.685, -0.468)
H (-0.989, 2.039, -0.890)
H (-1.528, 2.438, 0.814)
H (-1.493, 0.308, 1.598)
H (-1.578, -0.575, 0.041)
H (0.749, 0.555, -0.524)
H (0.754, 0.432, 1.254)
H (2.814, -0.902, 0.129)
H (2.190, -2.658, -0.195)
H (-0.728, -1.940, 1.473)
H (-0.310, -3.266, 2.164)
O (-1.137, -2.712, 1.916)
H (1.875, 1.748, -2.225)
H (1.079, 1.988, -3.533)
O (0.923, 1.711, -2.626)

Output
HOMO (alpha / beta): 0.56 / -4.88 eV
Multiplicity: 2
⟨S²⟩: 0.752
Maximum force: 3.08 eV/A
Gap between HOMO and LUMO (alpha / beta): 3.223 / 8.826 eV
Energy above the lowest of the compared OMol25 structures with the same formula, charge and spin: 1.451 eV
DFT total energy: -9941.3464 eV
Charge: -1


Below is a cluster of 2 separate species, C7H14N5 in total in a non-equilibrium geometry, with properties calculated with the ωB97M-V functional and the def2-TZVPD basis.

Cartesian coordinates (Å):
C (3.794, -0.372, 0.651)
C (2.441, -0.790, 0.744)
C (-1.039, -1.957, -0.486)
C (-1.349, -1.225, 0.827)
C (-0.424, -0.793, -1.370)
C (-1.032, 0.302, 0.553)
C (-2.314, 1.227, 0.179)
N (3.860, 0.602, -0.189)
N (2.685, 0.814, -0.668)
N (1.796, 0.028, -0.086)
N (-0.289, 0.348, -0.628)
N (-1.995, 2.606, -0.056)
H (4.741, -0.648, 1.064)
H (2.165, -1.621, 1.400)
H (-0.410, -2.694, -0.185)
H (-1.838, -2.318, -0.932)
H (-2.317, -1.297, 1.104)
H (-0.731, -1.373, 1.692)
H (0.463, -0.942, -1.813)
H (-1.142, -0.398, -2.257)
H (-0.453, 0.683, 1.308)
H (-3.066, 0.999, 1.061)
H (-2.855, 0.964, -0.810)
H (-1.204, 2.874, -0.651)
H (2.498, 1.692, -1.132)
H (-1.987, 3.289, 0.680)

Output
HOMO (alpha / beta): -12.95 / -12.95 eV
Maximum force: 5.64 eV/A
Gap between HOMO and LUMO (alpha / beta): 7.066 / 7.064 eV
Energy above the lowest of the compared OMol25 structures with the same formula, charge and spin: 4.985 eV
DFT total energy: -14924.2737 eV
Charge: +1


Below is an isolated molecule of CH4FNO2 in a non-equilibrium geometry, with properties calculated with the ωB97M-V functional and the def2-TZVPD basis.

Cartesian coordinates (Å):
O (0.578, -0.550, -1.189)
C (-0.094, 0.090, -0.166)
O (-1.425, -0.496, 0.007)
N (0.560, 0.084, 1.060)
F (1.904, 0.583, 1.018)
H (0.112, -0.308, -1.948)
H (-0.477, 1.241, -0.573)
H (-1.356, -1.410, 0.104)
H (0.198, 0.767, 1.688)

Output
HOMO: -10.39 eV
SMILES string: OC(O)NF
Maximum force: 6.01 eV/A
Gap between HOMO and LUMO: 11.141 eV
Energy above the lowest of the compared OMol25 structures with the same formula, charge and spin: 3.899 eV
DFT total energy: -9401.4536 eV
Charge: 0